Below is a structure of composition C32H57MoO5Si4 at a distorted geometry, with properties calculated with ωB97M-V/def2-TZVPD.

The total energy is -2855.9210 a.u. The spin multiplicity is 3. The energy above the lowest of the compared OMol25 structures with the same formula, charge and spin comes out at 0.0 kJ/mol. The expectation value of S² is 2.024. The net charge is -1.

```
99
Properties=species:S:1:pos:R:3:forces:R:3
C 0.254 -1.004 -6.719 -0.17 -0.31 -0.21
C -0.128 -1.539 -5.327 0.67 0.06 -0.27
C 0.057 0.539 -6.640 0.45 -0.64 -0.20
C -1.036 0.716 -5.583 -0.79 0.09 0.97
H -0.230 0.895 -7.634 0.05 0.12 0.24
H 1.011 1.004 -6.356 -0.30 -0.08 -0.06
C -1.321 -0.675 -4.942 0.04 -0.17 -0.30
H 0.735 -1.360 -4.661 -0.36 -0.13 -0.14
H -0.335 -2.615 -5.369 0.13 0.38 0.24
C -1.502 -0.440 -3.446 -0.09 -0.03 0.57
H -2.229 -1.133 -5.373 0.26 0.28 0.12
H -1.958 1.066 -6.070 0.28 0.04 0.18
C -0.772 1.629 -4.328 0.09 0.12 0.13
C 1.617 -1.479 -7.196 1.14 -0.76 1.10
C -0.563 -1.650 -7.836 -1.58 0.89 -1.08
O -0.928 -1.088 -8.850 0.27 -0.87 1.09
O 2.421 -2.085 -6.509 -0.70 0.89 -0.96
O 1.770 -1.246 -8.514 0.51 0.13 0.45
O -0.782 -2.954 -7.570 0.57 -0.01 -0.02
C -0.695 -3.909 -8.635 -0.13 0.06 0.10
H -0.322 -4.817 -8.150 -0.11 0.13 -0.26
H 0.008 -3.565 -9.400 -0.19 -0.04 0.10
H -1.679 -4.087 -9.069 0.09 0.03 -0.06
C 3.008 -1.668 -9.086 0.22 -0.05 -0.12
H 3.860 -1.123 -8.654 -0.33 -0.17 -0.08
H 2.906 -1.437 -10.147 0.13 -0.08 0.14
H 3.154 -2.744 -8.935 0.00 0.23 -0.01
O -1.340 0.953 -3.162 -0.13 0.09 -1.52
H -0.763 -0.982 -2.829 -0.23 0.01 -0.41
H -2.511 -0.757 -3.131 0.37 0.23 0.09
C -1.492 2.967 -4.492 -0.03 -0.04 0.12
C 0.709 1.872 -4.019 -0.03 -0.01 0.13
H 1.175 2.508 -4.780 0.01 -0.14 0.09
H 1.268 0.930 -3.934 -0.09 0.18 -0.07
H 0.787 2.387 -3.051 -0.07 -0.15 -0.26
H -1.406 3.566 -3.578 -0.02 -0.12 -0.15
H -2.553 2.801 -4.712 0.18 0.05 0.11
H -1.050 3.533 -5.322 -0.06 -0.09 0.11
Mo 0.088 -0.788 1.719 1.23 -0.33 -0.35
C -2.243 -0.733 1.846 -0.45 -1.37 -0.33
C -2.238 -0.542 0.420 0.20 -0.08 0.84
C -1.613 -1.665 -0.173 -0.04 -0.49 0.14
H -2.691 0.297 -0.117 0.36 -0.28 0.27
C -1.156 -2.552 0.862 -1.53 0.59 0.48
C -1.645 -2.043 2.118 -1.68 0.35 -0.59
H -1.712 -2.588 3.049 0.24 0.12 0.00
H -2.715 -0.117 2.612 0.20 -0.11 -0.47
H -1.569 -1.890 -1.240 0.31 0.28 0.53
H -0.665 -3.512 0.735 -0.22 0.26 -0.06
C 2.247 -0.095 1.237 0.34 -0.04 -0.12
C 2.159 -1.261 2.105 0.82 0.27 -0.02
C 1.661 -2.357 1.317 0.06 0.70 0.42
H 2.499 -1.308 3.133 -0.09 -0.02 -0.34
C 1.557 -1.903 -0.042 0.75 1.01 -0.35
C 1.909 -0.526 -0.094 0.17 -0.95 0.67
H 2.006 0.067 -1.001 -0.32 -0.04 0.25
H 2.637 0.877 1.537 -0.08 -0.37 -0.26
H 1.505 -3.375 1.678 0.11 0.37 -0.17
H 1.345 -2.532 -0.902 -0.24 0.23 0.19
C 0.372 3.576 2.687 -0.24 0.51 -0.11
Si -0.620 2.669 4.007 0.43 -1.03 0.03
C -0.527 3.736 5.574 -0.19 0.42 -0.13
C -2.410 2.702 3.415 -0.16 0.54 -0.03
Si 0.068 0.442 4.109 -0.30 0.03 -0.25
Si 1.978 0.726 5.481 -0.77 -0.15 -0.45
C 1.739 1.282 7.286 0.28 0.09 0.12
C 3.006 -0.855 5.642 0.45 0.06 0.26
C 3.101 2.040 4.716 0.45 -0.03 0.28
Si -1.415 -0.407 5.750 0.96 0.58 -0.82
C -1.792 0.703 7.241 -0.23 -0.26 0.29
C -3.117 -0.958 5.152 -0.21 -0.22 0.27
C -0.498 -1.947 6.335 -0.52 -0.40 0.47
H -0.038 4.598 2.668 0.23 0.02 -0.19
H 0.215 3.128 1.698 0.05 -0.02 0.23
H 1.450 3.636 2.879 -0.25 -0.06 0.01
H -0.928 4.714 5.257 0.10 -0.06 0.29
H -1.141 3.370 6.407 0.16 0.03 -0.23
H 0.496 3.900 5.941 -0.20 -0.10 -0.15
H -2.510 2.279 2.407 0.08 0.05 0.21
H -3.122 2.200 4.083 0.20 0.09 -0.08
H -2.669 3.771 3.369 -0.29 -0.18 -0.09
H 1.181 0.572 7.911 0.16 0.09 -0.21
H 2.762 1.357 7.695 -0.26 0.00 0.04
H 1.274 2.270 7.389 0.00 -0.19 -0.07
H 3.658 -0.998 4.773 -0.09 -0.03 0.14
H 3.658 -0.723 6.522 -0.04 -0.17 -0.18
H 2.415 -1.766 5.793 0.06 0.22 -0.08
H 3.447 1.758 3.713 -0.13 0.04 0.17
H 2.652 3.041 4.667 0.04 -0.28 0.05
H 3.982 2.090 5.377 -0.01 0.18 -0.24
H -2.375 1.595 6.970 0.13 -0.24 -0.02
H -2.422 0.086 7.904 0.08 0.24 0.04
H -0.913 1.024 7.813 -0.20 -0.07 -0.23
H -3.076 -1.731 4.377 -0.03 0.20 0.16
H -3.620 -1.383 6.036 -0.08 0.01 -0.21
H -3.736 -0.130 4.785 0.15 -0.12 0.05
H -0.192 -2.582 5.493 -0.07 0.21 0.10
H 0.386 -1.738 6.951 -0.23 0.03 -0.13
H -1.227 -2.511 6.938 0.32 -0.21 0.08
```
Forces are in eV/Å.

Below is a structure of composition C32H58Ge3N4O2S3Si3Y at a distorted geometry, with properties calculated with ωB97M-V/def2-TZVPD.

The total energy is -9955.8763 a.u. The spin multiplicity is 2. The energy above the lowest of the compared OMol25 structures with the same formula, charge and spin comes out at 155.4 kJ/mol. The expectation value of S² is 0.755.

```
106
Properties=species:S:1:pos:R:3:forces:R:3
Y 0.984 -0.764 -1.403 1.50 0.11 -0.14
S 3.947 -0.155 2.485 0.14 -0.18 -0.07
C 2.804 -0.609 1.396 -0.42 0.19 -0.06
S 1.204 0.208 1.313 -0.13 -0.11 -0.15
S 2.915 -1.922 0.313 0.04 -0.06 -0.02
C -4.196 0.783 -2.806 -0.02 -0.02 0.02
C -2.690 0.540 -2.875 0.09 0.04 -0.04
Ge -1.854 -0.369 -1.308 -0.42 -0.29 0.08
C -2.385 0.403 0.465 0.10 -0.04 0.07
C -3.824 0.862 0.670 -0.04 0.00 -0.03
C -2.826 -2.088 -1.164 0.02 0.11 0.01
C -2.350 -3.136 -0.478 -0.07 -0.08 0.03
Ge -0.450 -3.109 0.036 -0.18 0.09 -0.06
C 0.753 -4.385 -0.928 -0.01 -0.12 0.13
C 0.129 -5.225 -2.047 -0.08 0.08 -0.01
C -0.224 -3.158 1.997 0.01 -0.07 0.02
C -0.548 -4.520 2.618 -0.01 -0.01 0.00
C -3.245 -4.232 -0.014 0.03 -0.01 -0.01
C -2.792 -5.539 0.156 -0.08 -0.02 0.03
C -3.639 -6.549 0.587 0.01 0.01 0.00
C -4.965 -6.268 0.877 0.00 0.00 0.00
C -5.427 -4.966 0.745 0.00 0.02 0.00
C -4.577 -3.961 0.313 -0.02 0.00 -0.01
H -4.589 1.113 -3.770 0.01 0.00 -0.01
H -4.451 1.543 -2.067 0.00 0.02 0.00
H -4.736 -0.125 -2.533 0.00 -0.02 -0.01
H -2.164 1.476 -3.087 -0.01 0.01 0.02
H -2.464 -0.117 -3.721 -0.02 -0.03 0.01
H -1.688 1.202 0.737 -0.03 -0.04 -0.01
H -2.154 -0.420 1.150 -0.03 -0.02 0.00
H -4.043 1.767 0.102 0.00 0.01 0.01
H -4.036 1.078 1.721 -0.01 -0.01 0.01
H -4.536 0.102 0.343 0.00 -0.03 0.01
H -3.868 -2.142 -1.487 0.01 0.03 0.00
H 1.209 -5.010 -0.153 -0.04 -0.02 -0.01
H 1.583 -3.813 -1.346 -0.02 0.08 0.04
H -0.327 -6.138 -1.675 -0.06 -0.06 0.12
H 0.884 -5.526 -2.774 0.01 0.02 -0.02
H -0.648 -4.679 -2.584 0.01 0.00 -0.01
H -0.878 -2.387 2.412 -0.01 0.01 -0.02
H 0.800 -2.866 2.239 0.02 0.00 -0.06
H -1.603 -4.768 2.512 -0.01 0.00 0.00
H -0.307 -4.530 3.683 0.00 0.01 0.01
H 0.024 -5.325 2.151 0.02 0.00 0.00
H -1.760 -5.778 -0.045 0.19 -0.01 -0.10
H -3.259 -7.556 0.698 0.00 0.00 0.00
H -5.630 -7.052 1.215 0.00 -0.01 0.01
H -6.455 -4.729 0.990 -0.01 0.00 0.00
H -4.941 -2.944 0.244 0.00 0.00 0.00
N 0.623 -2.168 -3.197 -0.26 0.12 -0.05
C 0.146 -2.662 -4.139 0.06 0.02 0.09
C -0.431 -3.239 -5.244 -0.02 0.02 0.06
C -1.624 -2.659 -5.744 0.01 -0.01 -0.01
N -2.586 -2.151 -6.124 -0.04 0.01 -0.01
C 0.163 -4.391 -5.811 0.03 0.02 -0.04
N 0.673 -5.326 -6.254 0.00 -0.04 -0.01
N 5.484 0.251 -0.409 -0.22 -0.08 0.27
C 5.078 -0.159 -1.788 -0.01 0.04 0.14
C 3.583 0.154 -1.942 0.17 -0.03 0.13
O 3.086 0.961 -1.125 -0.10 -0.02 -0.02
O 2.942 -0.478 -2.804 -0.10 -0.07 -0.05
H 6.494 0.255 -0.270 -0.09 0.06 -0.04
H 5.058 -0.368 0.323 0.07 0.20 -0.25
H 5.082 1.182 -0.220 0.05 -0.15 0.00
H 5.250 -1.227 -1.893 -0.03 0.02 -0.08
H 5.682 0.398 -2.502 -0.06 -0.03 -0.07
C 1.179 2.796 4.686 -0.05 0.01 0.01
Si 0.030 3.039 3.221 -0.03 -0.01 0.00
C -1.455 1.919 3.438 0.01 0.08 0.06
C -0.588 4.814 3.143 -0.04 -0.06 0.01
Ge 1.300 2.541 1.240 0.16 0.22 0.07
Si 3.417 3.724 1.509 -0.10 -0.03 0.15
C 4.588 3.139 2.864 0.08 0.12 -0.05
C 2.910 5.443 2.096 0.17 -0.12 -0.01
C 4.362 3.897 -0.124 0.09 -0.09 0.12
Si 0.244 3.351 -0.802 0.00 -0.09 0.06
C -1.629 3.374 -0.707 0.02 0.00 -0.09
C 0.826 2.603 -2.427 -0.05 0.07 -0.23
C 0.741 5.158 -0.973 -0.12 -0.02 0.03
H 0.748 3.257 5.579 -0.02 -0.02 0.01
H 2.169 3.227 4.534 0.01 0.04 -0.03
H 1.311 1.732 4.890 0.03 -0.02 -0.02
H -1.831 2.067 4.456 -0.02 -0.02 0.00
H -1.218 0.862 3.319 0.04 -0.01 -0.01
H -2.264 2.164 2.749 0.03 0.01 -0.02
H -1.328 4.957 3.936 0.00 0.02 0.02
H -1.084 5.034 2.196 -0.01 -0.02 -0.02
H 0.200 5.551 3.289 0.07 0.03 -0.01
H 4.398 3.710 3.774 -0.03 0.00 0.02
H 5.616 3.361 2.562 0.02 0.00 0.00
H 4.516 2.085 3.104 0.01 0.11 0.01
H 2.577 5.402 3.134 -0.04 -0.02 0.03
H 2.147 5.937 1.509 -0.19 0.08 -0.18
H 3.807 6.069 2.071 0.00 0.01 0.01
H 3.987 3.244 -0.908 -0.07 -0.06 -0.08
H 5.424 3.684 0.039 -0.03 -0.01 -0.02
H 4.309 4.925 -0.485 -0.05 0.04 -0.03
H -2.099 2.443 -1.023 0.07 0.09 0.02
H -1.977 4.168 -1.374 -0.02 0.01 -0.01
H -1.985 3.606 0.298 0.00 0.01 0.04
H 0.680 1.547 -2.669 -0.10 -0.04 0.16
H 1.879 2.830 -2.593 0.03 -0.04 0.03
H 0.251 3.129 -3.198 0.02 0.01 0.00
H 0.339 5.770 -0.166 0.02 0.03 0.09
H 0.281 5.515 -1.900 0.03 0.02 0.00
H 1.811 5.333 -1.048 0.14 -0.02 0.04
```
Forces are in eV/Å.